(1)
Molecular formula: C31H33ClCoN2O2Si2
Method: DFT, ωB97M-V/def2-TZVPD

**Kohn-Sham gap (alpha / beta)**: 4.63 / 7.54 eV
**Expectation value of S²**: 6.035

Geometry as ORCA input:
```
! wB97M-V def2-TZVPD RIJCOSX def2/J DEFGRID3
* xyz 1 5
C -2.106 -1.128 5.109
C -2.482 -0.447 3.900
C -2.075 -1.265 2.793
H -3.028 0.493 3.846
C -1.460 -2.447 3.314
C -1.495 -2.372 4.744
H -1.117 -3.121 5.441
H -2.282 -0.780 6.130
H -2.237 -1.055 1.738
H -1.039 -3.261 2.724
Co -0.511 -0.788 4.027
Si -0.865 -0.343 -2.750
C -0.101 1.221 -3.662
C 1.247 1.359 -4.049
H 1.980 0.571 -3.825
C 1.675 2.520 -4.716
H 2.713 2.617 -5.026
C 0.785 3.571 -4.957
H 1.131 4.480 -5.462
C -0.536 3.459 -4.518
H -1.225 4.286 -4.667
C -0.978 2.307 -3.862
H -2.005 2.245 -3.486
C 0.092 -1.658 -3.625
C -0.364 -1.884 -4.937
H -1.149 -1.236 -5.337
C 0.209 -2.892 -5.721
H -0.189 -3.085 -6.717
C 1.269 -3.668 -5.219
H 1.669 -4.497 -5.814
C 1.800 -3.382 -3.956
H 2.635 -3.980 -3.563
C 1.249 -2.349 -3.191
H 1.746 -2.102 -2.247
H -2.308 -0.228 -2.803
Si 1.585 0.381 -0.376
C 0.315 -1.329 -0.534
C -1.121 -1.557 -0.676
H -1.949 -0.816 -0.639
C -1.679 -2.879 -0.629
H -2.739 -3.038 -0.897
C -0.909 -3.969 -0.256
H -1.314 -4.995 -0.286
C 0.403 -3.733 0.171
H 1.002 -4.568 0.553
C 0.959 -2.434 0.080
H 1.963 -2.316 0.493
C 0.021 1.626 -0.447
C -1.239 1.487 0.207
H -1.542 0.544 0.666
C -2.178 2.535 0.308
H -3.188 2.343 0.719
C -1.829 3.830 -0.113
H -2.553 4.666 -0.055
C -0.523 4.033 -0.593
H -0.198 5.046 -0.866
C 0.359 2.954 -0.746
H 1.363 3.196 -1.095
H 3.041 0.729 -0.154
Cl 1.407 0.285 1.755
C 3.008 1.862 6.558
O 2.818 0.525 5.948
C 1.753 0.369 5.182
O 1.354 -0.752 4.739
N 1.045 1.468 4.873
N -0.103 1.205 4.006
H 2.138 2.161 7.169
H 3.254 2.625 5.799
H 3.866 1.721 7.213
H 1.431 2.416 4.975
H 0.172 1.361 3.021
H -0.840 1.858 4.270
*
```

(2)
Molecular formula: C28H23CrN4O2
Method: DFT, ωB97M-V/def2-TZVPD

**Kohn-Sham gap (alpha / beta)**: 4.84 / 6.08 eV
**Expectation value of S²**: 6.108

Geometry as ORCA input:
```
! wB97M-V def2-TZVPD RIJCOSX def2/J DEFGRID3
* xyz -1 5
Cr -0.259 -0.193 -0.083
O -2.103 -0.551 -0.517
C -2.944 -0.786 0.471
C -4.158 -0.090 0.568
C -4.984 -0.243 1.670
C -4.626 -1.091 2.715
C -3.449 -1.815 2.622
C -2.613 -1.705 1.507
C -1.406 -2.497 1.343
N 0.649 -1.998 -0.408
C 2.011 -2.173 0.121
C 2.328 -1.098 1.159
N 1.532 0.110 0.919
C 1.932 1.196 1.464
C 1.238 2.454 1.469
C 1.863 3.540 2.107
C 1.263 4.771 2.198
C -0.014 4.934 1.640
C -0.656 3.895 1.017
C -0.059 2.612 0.904
O -0.717 1.666 0.322
H -4.403 0.604 -0.227
H -5.908 0.322 1.726
H -5.266 -1.196 3.583
H -3.165 -2.498 3.417
H -0.071 -3.586 2.434
H 2.715 -2.147 -0.712
H 2.072 -3.163 0.573
H 3.395 -0.854 1.144
H 2.078 -1.459 2.159
H 2.882 1.184 2.008
H 2.846 3.381 2.538
H 1.758 5.596 2.694
H -0.507 5.898 1.706
H -1.645 4.012 0.592
C 0.679 -0.124 5.511
C 1.020 -1.473 5.511
C 0.588 -2.310 4.500
C -0.190 -1.821 3.436
C -0.556 -0.464 3.456
C -0.116 0.360 4.480
N -0.482 -2.664 2.387
N -1.247 -3.291 0.239
C -0.175 -3.214 -0.506
C 0.293 -4.172 -1.407
C 1.171 -3.946 -2.487
C 1.563 -2.778 -3.102
C 1.095 -1.470 -2.754
C 0.583 -1.145 -1.556
H 1.014 0.532 6.304
H 1.627 -1.881 6.310
H 0.855 -3.362 4.514
H -1.188 -0.054 2.681
H -0.401 1.405 4.460
H -0.103 -5.172 -1.280
H 1.531 -4.855 -2.966
H 2.170 -2.868 -3.996
H 1.129 -0.696 -3.515
*
```

(3)
Molecular formula: C3HBr3
Method: DFT, ωB97M-V/def2-TZVPD

**Kohn-Sham gap (alpha / beta)**: 8.23 / 7.03 eV

Geometry as ORCA input:
```
! wB97M-V def2-TZVPD RIJCOSX def2/J DEFGRID3
* xyz 0 1
C -0.124 -0.452 0.033
C 2.469 -0.734 0.204
C -1.220 0.275 0.002
Br 3.220 0.815 -0.136
Br -2.983 -0.546 -0.162
Br -1.293 2.164 0.089
H -0.069 -1.521 -0.030
*
```

Energy relative to the best compared isomer or geometry (same formula, charge and spin) list, top to bottom, in eV: 3.7052, 0.0000, 4.4474
DFT total energy list, top to bottom, in eV: -105650.2723, -67886.5252, -213246.7322
Strongest force on any atom list, top to bottom, in eV/Å: 5.0, 0.5, 1.5